# 1
Molecular formula: C2H3F3O3S
Method: DFT, ωB97M-V/def2-TZVPD

Last column: natural (NBO) charge in e.
Cartesian coordinates (Å):
1 C 1.9053 0.5718 -0.0015  -0.283
2 O 0.5114 0.7142 0.1054  -0.678
3 S -0.2813 -0.6964 0.0121  2.251
4 O -0.1248 -1.3785 -1.2702  -0.878
5 O -0.0264 -1.4376 1.2202  -0.881
6 C -1.9166 0.0305 0.0239  0.729
7 F -2.8647 -0.8678 -0.1342  -0.287
8 F -1.9834 0.9415 -0.9511  -0.298
9 F -2.1013 0.6008 1.1722  -0.287
10 H 2.3522 1.5424 -0.1190  0.214
11 H 2.3121 0.0650 0.8560  0.198
12 H 2.2175 -0.0858 -0.9136  0.201

Computed properties:
E_HOMO   -11.69 eV
Kohn-Sham gap   12.4053 eV
F_max   3.16 eV/Å
Multiplicity   1
ΔE to the lowest compared entry with this formula, charge and spin   1.002 eV
Lowest unoccupied orbital energy   0.026 Eh

=====

# 2
Molecular formula: C2H3FI2
Method: DFT, ωB97M-V/def2-TZVPD

Last column: natural (NBO) charge in e.
Cartesian coordinates (Å):
1 C -0.5896 -0.0151 -0.6304  -0.096
2 C 0.5702 -0.0063 0.3064  -0.476
3 F -0.1469 -0.0418 -1.9373  -0.363
4 I 1.6866 1.7465 0.4227  0.251
5 I 1.6035 -1.7974 0.5443  0.252
6 H -1.1972 0.8875 -0.5263  0.191
7 H -1.2013 -0.9113 -0.4904  0.190
8 H -0.7253 0.1379 2.3110  0.050

Computed properties:
E_HOMO (spin up / spin down)   -8.65 / -9.71 eV
Kohn-Sham gap (spin up / spin down)   7.7911 / 8.4597 eV
F_max   0.76 eV/Å
Multiplicity   1
ΔE to the lowest compared entry with this formula, charge and spin   3.766 eV
Lowest unoccupied orbital energy (spin up / spin down)   -0.031 / -0.046 Eh

=====

# 3
Molecular formula: C2H3FI2
Method: DFT, ωB97M-V/def2-TZVPD

Last column: natural (NBO) charge in e.
Cartesian coordinates (Å):
1 C 1.0669 0.1519 -0.5521  -0.499
2 C -0.9595 -0.0805 0.3307  -0.034
3 F -1.6460 0.8865 -0.2039  -0.364
4 I -1.6538 -2.0283 -0.0774  0.170
5 I -0.7195 0.2687 2.4189  0.144
6 H 1.7525 -0.3466 0.1149  0.202
7 H 1.1060 -0.1396 -1.5120  0.179
8 H 1.0532 1.2878 -0.5191  0.201

Computed properties:
E_HOMO   -9.05 eV
Kohn-Sham gap   8.5772 eV
F_max   6.08 eV/Å
Multiplicity   1
ΔE to the lowest compared entry with this formula, charge and spin   2.215 eV
Lowest unoccupied orbital energy   -0.017 Eh